[1]
A structure of composition C50H43AsCdNP2S. Source: OMol25; level of theory: ωB97M-V/def2-TZVPD.

Each line ends with the Mulliken charge.
Geometry (Å):
Cd  -0.699135  -1.167011  -0.135282  0.814
S  -2.623050  -2.594556  0.222449  -0.632
C  -2.412826  -3.301764  1.841002  0.481
C  -3.397785  -4.226223  2.209833  -0.839
C  -3.396512  -4.822147  3.456977  -0.574
C  -2.402515  -4.519684  4.380377  -0.866
C  -1.413491  -3.621663  4.028570  -0.078
C  -1.406961  -3.007819  2.773135  -0.264
As  0.039125  -1.791198  2.375015  0.295
C  1.537151  -2.567370  3.312327  0.442
C  2.233886  -3.583891  2.664313  -0.487
C  3.313619  -4.189357  3.289289  -0.723
C  3.706560  -3.768976  4.554270  -0.553
C  3.013251  -2.753726  5.197686  -0.789
C  1.925836  -2.150652  4.578826  0.276
C  -0.360937  -0.221377  3.415596  -0.302
C  -1.563012  0.009581  3.943649  -0.012
C  -1.849711  1.258664  4.668156  -0.952
C  -0.893560  2.139088  4.959357  -1.173
C  0.530289  1.960596  4.527534  -0.071
C  0.700441  0.836810  3.464363  -0.303
H  -4.172803  -4.466490  1.493058  0.430
H  -4.174507  -5.531894  3.709410  0.377
H  -2.396029  -4.984282  5.357448  0.414
H  -0.627145  -3.389440  4.735765  0.404
H  1.925958  -3.911281  1.678124  0.440
H  3.848458  -4.988058  2.792028  0.447
H  4.552594  -4.236182  5.041356  0.399
H  3.313311  -2.432952  6.187140  0.429
H  1.370271  -1.376390  5.094068  0.405
H  -2.349306  -0.733793  3.873952  0.554
H  -2.863711  1.421777  5.012625  0.462
H  -1.117422  3.017420  5.556940  0.446
H  1.186930  1.904633  5.401290  0.541
H  1.699162  0.400984  3.506770  0.868
C  -1.253045  2.058389  -2.649619  -1.397
N  0.203270  2.055662  -2.634198  1.560
C  0.807551  2.393607  -1.357758  -2.373
P  1.127926  0.933757  -0.255404  1.178
C  1.690671  1.769260  1.251784  -0.014
C  0.681738  1.933212  2.354692  -0.648
C  0.988104  2.989372  3.452653  0.215
C  2.447127  3.318895  3.550674  -1.118
C  3.336121  2.947266  2.631437  -0.923
C  2.937813  2.213307  1.421299  0.010
C  2.608043  0.137964  -0.961443  0.955
C  3.167935  -0.913040  -0.226703  -0.521
C  4.247349  -1.623091  -0.724962  -0.612
C  4.775378  -1.300568  -1.970550  -0.692
C  4.223181  -0.265611  -2.707604  -0.707
C  3.141403  0.453960  -2.208719  -0.531
C  0.793162  2.663051  -3.796139  -0.583
C  0.799641  1.942253  -4.986195  0.120
C  1.345100  2.497610  -6.134226  -0.876
C  1.900500  3.770508  -6.100962  -0.513
C  1.894950  4.489484  -4.915091  -0.827
C  1.335116  3.943629  -3.766304  -0.042
P  -1.965530  0.515392  -1.900954  1.276
C  -1.718796  -0.697824  -3.244073  0.887
C  -2.732958  -1.189194  -4.059998  -0.817
C  -2.448282  -2.150311  -5.022074  -0.687
C  -1.155150  -2.630048  -5.176660  -0.697
C  -0.136896  -2.151824  -4.363322  -0.836
C  -0.418985  -1.195902  -3.398494  -0.032
C  -3.735968  0.891392  -1.824296  0.401
C  -4.424245  0.584582  -0.650565  -0.336
C  -5.777002  0.876919  -0.536235  -0.638
C  -6.445828  1.482912  -1.589296  -0.536
C  -5.765247  1.801234  -2.758163  -0.773
C  -4.416561  1.507813  -2.876971  -0.365
H  -1.584507  2.099086  -3.684741  0.720
H  -1.681069  2.920555  -2.119611  0.373
H  0.211751  3.106731  -0.773442  0.348
H  1.785912  2.843249  -1.516328  0.790
H  -0.332323  2.047870  1.964987  0.639
H  0.396502  3.908782  3.417518  0.540
H  2.760494  3.892608  4.417832  0.441
H  4.380565  3.210462  2.741762  0.461
H  3.689206  2.041395  0.657670  0.578
H  2.769396  -1.165376  0.750688  0.346
H  4.677137  -2.428514  -0.142362  0.505
H  5.617220  -1.856752  -2.363362  0.399
H  4.633883  -0.008027  -3.675994  0.470
H  2.717744  1.249674  -2.806965  0.169
H  0.377285  0.943407  -5.001035  0.366
H  1.348426  1.927659  -7.054983  0.434
H  2.331826  4.200589  -6.995715  0.407
H  2.316465  5.486309  -4.882200  0.404
H  1.317643  4.522719  -2.850446  0.454
H  -3.749712  -0.838196  -3.935843  0.440
H  -3.244185  -2.529685  -5.650094  0.441
H  -0.941862  -3.383054  -5.924398  0.409
H  0.873410  -2.523752  -4.478042  0.502
H  0.392457  -0.802675  -2.790416  -0.134
H  -3.905535  0.098309  0.164277  0.080
H  -6.307419  0.628508  0.374030  0.435
H  -7.501334  1.708290  -1.502644  0.394
H  -6.287471  2.277334  -3.578244  0.417
H  -3.895915  1.757099  -3.794872  0.362

Atomic forces in eV per Å
0.01 0.74 0.07
0.08 -0.06 0.02
0.04 0.03 -0.01
0.01 0.00 0.00
0.00 0.00 -0.01
-0.01 -0.01 -0.01
-0.01 0.03 -0.08
-0.02 -0.02 0.06
-0.18 -0.21 0.25
0.05 0.02 -0.19
0.06 0.02 0.08
0.01 0.01 0.03
-0.01 0.00 -0.02
0.00 0.01 0.01
-0.01 -0.07 0.04
0.15 0.04 -0.09
-0.10 0.08 0.10
-0.03 -0.08 0.00
0.08 0.03 0.00
-0.03 -0.02 -0.06
-0.11 0.03 0.01
0.00 -0.01 0.02
0.01 0.02 -0.01
0.00 0.01 -0.02
0.02 -0.01 0.03
0.01 -0.01 -0.03
0.00 0.00 0.00
-0.01 0.00 -0.01
0.00 -0.01 -0.02
0.01 0.02 0.01
0.00 -0.01 0.01
0.03 -0.01 -0.01
-0.03 -0.02 -0.04
0.00 -0.03 -0.01
0.06 0.02 0.04
0.09 -0.12 0.14
0.10 0.00 -0.04
-0.22 -0.15 -0.04
0.32 -0.32 -0.16
-0.29 -0.11 0.04
0.10 -0.01 -0.01
0.05 0.01 -0.03
-0.10 0.00 0.04
0.05 -0.07 -0.09
0.13 0.05 0.06
0.00 0.03 0.02
0.03 0.01 -0.03
-0.02 0.01 0.01
0.00 -0.01 0.00
-0.03 0.04 0.00
-0.02 -0.02 0.03
-0.03 0.03 0.05
-0.02 -0.01 -0.04
-0.01 -0.01 0.03
0.00 0.01 0.00
-0.01 -0.02 0.01
0.04 0.00 0.00
-0.25 -0.11 -0.22
0.06 0.02 0.02
-0.01 -0.04 0.02
0.01 0.01 0.01
-0.02 -0.01 -0.01
-0.01 0.02 0.01
-0.03 0.01 -0.05
-0.02 -0.01 0.03
-0.03 0.02 -0.09
0.01 0.01 -0.03
0.00 -0.01 0.02
0.00 0.01 -0.03
0.03 0.02 0.00
-0.04 0.05 -0.04
0.02 0.04 0.02
-0.02 0.05 0.01
0.04 0.06 0.02
-0.04 0.02 0.02
-0.01 -0.01 0.01
0.02 -0.01 -0.05
-0.02 0.00 0.00
0.01 0.01 0.02
-0.01 -0.02 0.02
-0.01 0.02 0.00
-0.02 0.02 0.02
-0.02 -0.01 0.02
0.02 0.00 -0.03
0.02 0.02 0.00
-0.01 0.01 0.02
-0.01 -0.02 0.03
-0.01 -0.02 0.00
0.00 0.01 -0.04
0.02 -0.01 -0.01
0.01 0.00 0.01
-0.01 0.02 0.01
-0.01 0.01 0.01
0.02 -0.01 0.00
0.02 -0.04 0.04
0.02 0.00 -0.02
0.03 0.00 0.00
0.01 -0.01 0.02
-0.02 -0.01 0.01

LUMO energy (eV): -2.64
Total charge: +1
2S+1: 1

=====

[2]
A structure of composition C55H39CsNO5P2S. Source: OMol25; level of theory: ωB97M-V/def2-TZVPD.

Each line ends with the Mulliken charge.
Geometry (Å):
Cs  -0.533600  -0.562900  -0.174000  2.921
O  1.601900  -0.546800  3.729700  -0.972
S  1.209800  0.067900  2.442500  2.593
C  2.376300  1.444500  2.313100  -1.171
C  3.710300  1.188900  2.519200  0.356
C  4.678400  2.207200  2.536500  -1.562
C  4.258200  3.502000  2.408100  0.416
C  5.006400  4.807500  2.400900  -0.883
C  3.907500  5.899200  2.419200  -0.946
C  2.618500  5.143000  2.249400  0.439
C  1.321000  5.547000  2.130400  -1.310
C  0.319500  4.568300  1.992300  0.444
C  0.560500  3.207800  1.990200  -0.132
P  -0.803700  2.006900  1.750600  1.635
C  -2.171900  3.197400  1.465600  -0.309
C  -2.190900  3.837000  0.225200  -0.217
C  -3.190400  4.738600  -0.086700  -0.812
C  -4.199800  5.005300  0.827200  -0.542
C  -4.201400  4.358400  2.051200  -0.850
C  -3.197800  3.459300  2.370200  -0.522
C  -1.153700  1.659600  3.537800  0.504
C  -0.467000  2.173400  4.630500  -0.408
C  -0.797700  1.776700  5.914100  -0.811
C  -1.804500  0.853000  6.127800  -0.785
C  -2.480000  0.313200  5.045200  -0.357
C  -2.147900  0.710800  3.766500  -0.670
C  1.900300  2.764800  2.165300  -0.672
C  2.887000  3.763700  2.255000  0.922
C  1.995900  -1.021500  1.228600  -1.666
C  2.852300  -0.585800  0.247900  1.279
C  3.582400  -1.475700  -0.561600  -1.478
C  3.487700  -2.815000  -0.315000  -0.141
C  4.082700  -4.012900  -0.990300  -0.871
C  3.594900  -5.225700  -0.165000  -0.842
C  2.586800  -4.655700  0.789900  0.589
C  1.706000  -5.240200  1.660800  -1.230
C  0.765800  -4.419500  2.307600  0.071
C  0.745900  -3.045800  2.169600  0.036
P  -0.730300  -2.078400  2.627300  0.755
C  -2.007200  -2.899700  1.589800  1.313
C  -3.312700  -2.432600  1.761200  -0.729
C  -4.336300  -2.860900  0.938800  -0.840
C  -4.074300  -3.773600  -0.072400  -0.687
C  -2.788300  -4.254800  -0.240700  -0.589
C  -1.758200  -3.816200  0.574800  -0.556
C  -1.123600  -2.796700  4.261400  0.226
C  -2.046700  -3.808600  4.499700  -0.459
C  -2.278000  -4.240800  5.793800  -0.709
C  -1.605400  -3.659100  6.856900  -0.638
C  -0.694000  -2.640400  6.622900  -0.730
C  -0.455200  -2.208700  5.333900  -0.569
C  1.754500  -2.405200  1.401300  -0.920
C  2.596500  -3.258200  0.677000  0.435
H  4.016600  0.160900  2.665900  0.631
H  5.721000  1.959800  2.668300  0.421
H  5.608700  4.890200  1.492100  0.263
H  5.681900  4.898000  3.252800  0.344
H  4.047200  6.630500  1.620600  0.302
H  3.908900  6.445700  3.367600  0.245
H  1.042600  6.592500  2.133800  0.441
H  -0.695200  4.918900  1.895600  0.537
H  -1.388100  3.647300  -0.472100  0.423
H  -3.180900  5.238600  -1.045400  0.469
H  -4.977900  5.718000  0.589100  0.373
H  -4.986200  4.559200  2.769900  0.408
H  -3.207300  2.978200  3.338100  0.331
H  0.319800  2.899300  4.479700  0.396
H  -0.264000  2.194400  6.758100  0.379
H  -2.064500  0.552700  7.133300  0.383
H  -3.257400  -0.422000  5.207300  0.345
H  -2.685700  0.320700  2.909700  0.622
H  2.970400  0.475600  0.077400  0.413
H  4.210700  -1.084500  -1.350600  0.409
H  5.169500  -3.959400  -1.068700  0.439
H  3.650900  -4.060300  -1.993800  0.110
H  4.420300  -5.695700  0.377300  0.310
H  3.134800  -5.977800  -0.805800  0.274
H  1.675600  -6.311200  1.801500  0.398
H  -0.004500  -4.886700  2.911200  0.450
H  -3.521100  -1.738200  2.566700  0.333
H  -5.342200  -2.485100  1.083600  0.422
H  -4.874400  -4.116200  -0.715600  0.359
H  -2.575400  -4.970400  -1.020600  0.440
H  -0.759900  -4.174400  0.393900  0.022
H  -2.585000  -4.258800  3.676000  0.419
H  -2.991600  -5.033300  5.976300  0.407
H  -1.790000  -4.003600  7.864500  0.381
H  -0.175600  -2.174800  7.448800  0.486
H  0.254600  -1.419200  5.128700  0.447
O  0.394900  3.331400  -2.020800  -0.836
C  0.487700  2.187100  -1.580700  -0.572
O  0.208300  1.798700  -0.408000  0.233
C  0.908100  1.076200  -2.547100  0.266
C  1.003200  1.317500  -3.913100  -0.904
C  1.297700  0.248400  -4.743600  -0.491
C  1.417100  -1.021000  -4.203100  -0.963
C  1.239800  -1.175400  -2.831800  0.116
N  1.045900  -0.136100  -2.038300  0.622
C  1.061700  -2.563200  -2.190500  0.015
O  1.617100  -3.522300  -2.733800  -0.830
O  0.291100  -2.574200  -1.203700  -0.341
H  0.830600  2.318400  -4.285700  0.541
H  1.399200  0.403100  -5.811300  0.425
H  1.626000  -1.889300  -4.810800  0.536

Atomic forces in eV per Å
-4.64 -0.24 2.02
-0.03 -0.49 0.97
1.64 0.57 -0.30
-0.16 -0.23 -0.09
-0.08 -0.14 0.02
0.04 0.15 0.05
-0.15 -0.11 -0.02
0.22 0.11 0.00
0.01 0.21 0.00
-0.31 0.00 -0.10
0.41 0.12 0.04
0.00 -0.39 0.08
-0.18 0.39 -0.07
-0.99 0.67 1.60
-0.12 -0.06 -0.15
-0.03 -0.05 -0.02
-0.10 0.07 -0.05
-0.07 0.07 -0.02
-0.18 0.07 0.01
0.11 -0.02 0.01
0.11 0.05 -0.13
-0.07 0.06 -0.19
0.06 -0.01 0.32
-0.02 0.04 0.12
-0.21 -0.05 0.07
-0.09 0.10 -0.04
0.14 0.37 -0.07
0.01 -0.14 0.09
0.30 0.35 0.09
-0.09 0.11 0.11
0.22 -0.27 -0.10
0.03 0.13 0.14
0.13 -0.02 -0.34
0.12 -0.18 -0.02
-0.20 0.11 0.17
0.16 -0.07 -0.16
0.09 0.25 0.12
-0.09 -0.06 0.02
-0.26 -1.02 0.57
-0.09 0.09 0.02
0.07 -0.01 0.07
-0.21 0.04 0.05
-0.06 -0.10 -0.02
-0.12 -0.04 -0.09
0.00 -0.01 0.16
0.02 0.24 0.02
0.07 0.06 -0.15
-0.11 -0.09 0.20
-0.02 -0.06 0.03
-0.01 -0.08 0.14
0.03 -0.08 -0.02
0.19 -0.68 0.08
-0.04 0.16 0.09
0.01 0.00 0.02
0.13 -0.06 0.03
0.04 -0.03 0.06
0.05 -0.02 -0.03
0.02 0.02 0.06
0.02 -0.01 -0.08
0.00 0.07 0.00
-0.04 0.02 -0.03
0.09 0.03 -0.18
0.02 0.03 -0.07
-0.05 0.03 -0.03
-0.03 0.01 0.02
-0.01 0.02 0.01
0.05 0.06 0.01
0.04 0.01 0.04
0.02 -0.06 0.07
-0.05 -0.06 -0.01
-0.02 -0.10 0.00
0.00 0.00 0.05
0.02 0.03 -0.05
0.01 -0.01 0.00
0.13 0.00 0.02
-0.04 -0.05 -0.01
0.05 -0.06 0.00
-0.03 -0.11 0.01
-0.02 -0.01 -0.02
-0.05 0.10 -0.02
0.01 0.01 0.02
-0.02 0.01 -0.04
0.05 -0.04 -0.11
0.10 0.02 -0.09
-0.01 -0.02 -0.02
-0.04 -0.05 0.00
-0.03 -0.01 0.09
0.06 0.03 0.08
0.03 0.08 0.06
-0.02 0.31 -0.33
0.17 0.25 -0.01
1.14 1.48 -1.03
0.03 0.52 -0.42
0.03 0.04 0.05
0.00 0.09 -0.06
0.08 -0.10 0.09
0.07 -0.44 -0.50
1.21 0.42 -1.34
0.18 -0.17 -0.47
0.30 -0.24 -0.36
0.86 -1.81 -0.88
0.06 -0.02 0.06
0.01 -0.03 -0.02
-0.06 -0.07 0.02

LUMO energy (eV): 2.06
Total charge: -1
ΔE to the lowest compared entry with this formula, charge and spin (eV): 2.0330
2S+1: 1